[1]
{"formula": "C24H22NO3PPbSe", "method": "the ωB97M-V functional and the def2-TZVPD basis", "gap_ev": 6.89, "charge": 2, "lumo_ev": -6.53, "e_tot_ha": -4143.353800, "homo_ev": -13.4, "symbols": ["H", "C", "C", "C", "C", "H", "O", "N", "H", "C", "Se", "H", "H", "C", "C", "C", "C", "O", "C", "H", "C", "C", "P", "H", "C", "H", "H", "C", "H", "C", "H", "H", "C", "H", "C", "H", "C", "C", "C", "H", "C", "O", "H", "H", "H", "H", "C", "C", "C", "H", "H", "H", "Pb"], "xyz": [[0.029900, 6.085100, 4.517500], [2.593400, 4.619300, -0.134800], [1.528800, 3.963800, -0.745200], [0.572500, -4.204100, 0.540100], [3.932200, 4.142500, -2.076000], [0.038900, 1.786400, 4.503700], [0.016300, 2.026300, 0.356000], [0.444400, -3.058600, 0.179500], [4.881400, 4.200600, -2.585900], [-2.762800, -0.857800, 0.948000], [0.791800, -5.807600, 0.969900], [-2.891400, 5.849700, -3.151300], [2.483600, 5.056800, 0.847600], [-2.835600, 5.157900, -2.324300], [-2.723900, 3.427000, -0.138300], [2.857300, 3.507200, -2.683000], [-1.610300, 4.859300, -1.753700], [0.100500, 0.426300, 1.896500], [0.034500, 2.748700, 2.586000], [-4.853600, -0.997400, 1.533500], [0.018000, 3.981000, 1.904000], [-1.562900, 3.993500, -0.665600], [0.000900, 3.639300, 0.142200], [-3.039600, 0.229400, -2.046600], [0.044300, 2.728700, 3.976000], [-0.700600, 5.295000, -2.139600], [0.095500, 3.953300, 5.725800], [0.060600, 3.944300, 4.648500], [-4.846600, 3.279000, -0.356000], [-4.213700, -1.243300, 0.691900], [-0.018300, 6.119600, 2.038900], [-4.297900, -2.309300, 0.483200], [-4.534400, -0.443500, -0.570700], [4.631900, 5.202300, -0.352900], [0.003200, 5.185900, 2.576800], [0.804000, 2.905400, -2.467600], [3.796400, 4.702100, -0.814200], [0.049000, 1.605600, 1.677900], [-3.988400, 4.573100, -1.824600], [-4.937900, 4.800600, -2.281800], [-3.935400, 3.709100, -0.738800], [-2.194900, -0.548600, -0.341200], [-4.713500, 0.606200, -0.332400], [2.959300, 3.088000, -3.671300], [-5.389200, -0.836700, -1.115200], [-2.176800, -1.645700, 1.422300], [0.033000, 5.155700, 3.966600], [1.649100, 3.410400, -2.019500], [-3.229500, -0.586200, -1.345400], [-2.671900, 2.776600, 0.724500], [-2.686600, 0.051200, 1.556000], [-3.197000, -1.538900, -1.883600], [0.373000, -1.120300, -0.494300]], "forces_ev_per_angstrom": [[0.0, 0.0, 0.1], [-0.1, 0.0, 0.0], [-0.9, 0.1, 0.3], [-0.1, 1.2, -0.5], [-0.1, 0.0, 0.1], [0.0, 0.0, 0.1], [-0.2, -0.4, 0.1], [-0.2, -0.7, 0.4], [0.1, 0.0, -0.1], [-0.2, 0.1, 0.5], [0.1, -1.0, 0.4], [0.0, 0.0, -0.1], [0.1, 0.0, 0.1], [0.0, 0.0, 0.0], [0.0, -0.1, 0.0], [-0.1, -0.1, -0.1], [0.1, 0.0, 0.0], [0.0, 0.0, -0.1], [0.0, 0.9, 0.1], [0.0, 0.0, 0.1], [0.1, -0.2, -0.2], [0.9, 0.1, 0.2], [0.0, 0.0, -0.1], [0.0, -0.1, 0.1], [0.0, -0.1, -0.3], [0.1, 0.1, -0.1], [0.0, 0.0, 0.1], [0.0, 0.0, 0.0], [-0.1, -0.1, 0.1], [0.1, 0.1, -0.1], [0.0, 0.2, 0.0], [0.0, 0.0, 0.1], [0.3, -0.1, 0.0], [0.1, 0.1, 0.0], [0.0, -0.1, 0.0], [0.0, 0.0, -0.2], [0.1, 0.0, 0.1], [0.1, -0.5, -0.2], [0.1, 0.1, -0.1], [-0.1, 0.0, 0.0], [0.0, 0.0, 0.1], [0.8, -0.3, -0.1], [-0.1, 0.0, 0.0], [0.0, -0.1, -0.1], [0.0, 0.0, 0.0], [0.0, 0.0, 0.0], [0.0, -0.1, -0.1], [-0.1, 0.0, 0.0], [-0.4, 0.1, -0.5], [-0.1, -0.1, 0.1], [-0.1, -0.1, 0.0], [0.1, 0.0, 0.1], [-0.3, 0.7, -0.2]]}

[2]
{"formula": "C24H23BClF9N6O4STi", "method": "the ωB97M-V functional and the def2-TZVPD basis", "relative_energy_kj_mol": 0.00, "gap_ev": 5.08, "charge": -2, "lumo_ev": 4.04, "e_tot_ha": -4189.384724, "homo_ev": -1.0, "symbols": ["C", "C", "H", "C", "C", "O", "H", "C", "N", "N", "H", "H", "H", "F", "C", "H", "N", "C", "H", "O", "H", "C", "H", "C", "C", "C", "H", "C", "H", "H", "F", "H", "H", "O", "C", "F", "C", "H", "H", "F", "H", "N", "F", "C", "C", "C", "S", "F", "H", "B", "C", "Cl", "F", "H", "H", "O", "C", "C", "C", "C", "C", "H", "N", "N", "F", "H", "H", "F", "C", "Ti"], "xyz": [[3.519902, 1.419240, -1.837871], [4.821799, 1.205522, -3.874147], [-1.159624, 1.169782, -2.975242], [-2.021814, 2.397676, 3.051518], [-1.285954, 1.999409, -2.302328], [0.408909, -1.365161, 1.085311], [-1.041089, -0.679081, 3.134989], [-2.578540, -0.976533, -1.502854], [-0.816668, 0.975640, 1.887752], [-1.211915, 3.058676, -0.437179], [-4.257262, -1.503340, 0.522975], [-3.493965, -1.526475, -1.780382], [-1.263190, 4.413604, 1.351710], [-0.066826, -0.125977, -4.622566], [2.104438, -1.726555, -2.204442], [-1.712048, -4.208982, 1.524830], [-1.262334, 2.252925, 1.957210], [-2.040182, -2.663500, 0.100593], [4.085040, -1.763423, -4.972721], [-1.218020, -0.180535, 6.656414], [-1.096449, -2.902943, -0.384896], [5.653753, 0.260947, -1.843556], [-1.210849, -2.620785, 2.088622], [-1.305042, 0.350905, 2.962714], [5.797954, 0.503793, -3.197989], [3.218940, -1.594343, -4.350508], [-2.588161, 0.983470, 4.671556], [-1.982969, -3.150936, 1.537811], [-4.439458, 0.742871, -0.454657], [-2.427974, 3.365197, 3.294475], [2.169405, -2.162100, -0.944693], [0.459436, 3.406194, 1.049649], [-2.937977, -3.061836, 2.055796], [1.633244, 0.734653, -0.187421], [-2.106346, 1.189246, 3.731864], [4.280844, -2.554799, -2.483241], [-1.441578, -1.391852, -2.413478], [-1.979182, 3.722413, -3.529694], [-1.446158, -2.486799, -2.541618], [6.876682, 0.049130, -3.853973], [-3.082342, 1.329647, 0.515827], [-2.269599, -1.206065, -0.084986], [4.471809, 0.525420, 0.133837], [4.535781, 0.724811, -1.177144], [0.910258, -1.133160, -2.675519], [-3.912518, 0.626439, 0.493631], [2.100491, 2.036968, -0.989000], [4.950049, 1.415773, -5.193168], [-1.667333, -0.979171, -3.401641], [-0.748344, 3.368616, 1.021464], [3.697736, 1.645133, -3.196622], [-0.440761, 1.167920, 6.549584], [2.024168, -0.618362, -6.131864], [-4.598017, 0.898749, 1.297103], [-2.847587, -3.195228, -0.431502], [-1.364171, 2.384753, 6.863566], [-3.434407, -0.796694, 0.726657], [0.969609, -0.775274, -4.041039], [3.200022, -1.941125, -3.012383], [-1.693590, 3.304430, -2.579529], [-1.625525, 3.941359, -1.351204], [-1.826956, 4.959638, -1.062619], [-1.005540, 1.856453, -1.005981], [-0.171737, -0.953778, -1.857111], [2.766926, 2.292920, -3.909360], [-3.163952, -0.902576, 1.773050], [-2.770241, 0.083900, -1.633381], [6.615784, -0.399616, -1.189871], [2.072316, -1.007027, -4.837997], [-0.053596, -0.133332, 0.148561]], "forces_ev_per_angstrom": [[0.1, 0.0, 0.1], [0.0, 0.0, 0.0], [0.0, 0.0, 0.0], [-0.1, -0.1, 0.1], [0.0, 0.0, 0.0], [0.0, 0.1, 0.0], [0.0, 0.0, 0.0], [0.0, 0.0, 0.0], [-0.1, 0.1, -0.2], [0.0, 0.0, 0.0], [0.0, 0.0, 0.0], [0.0, 0.0, 0.0], [0.0, 0.0, 0.0], [0.0, 0.0, 0.0], [0.0, 0.0, 0.0], [0.0, 0.0, 0.0], [-0.1, 0.1, 0.1], [0.0, 0.0, 0.0], [0.0, 0.0, 0.0], [0.0, 0.0, 0.0], [0.0, 0.0, 0.0], [0.0, 0.0, 0.0], [0.0, 0.0, 0.0], [-0.1, -0.4, 0.2], [0.0, 0.0, 0.0], [0.0, 0.0, 0.0], [0.1, 0.0, 0.1], [0.0, 0.0, 0.0], [0.0, 0.0, 0.0], [0.0, 0.0, 0.0], [0.0, 0.0, 0.0], [0.0, 0.0, 0.0], [0.0, 0.0, 0.0], [0.1, 0.0, 0.1], [0.3, 0.3, -0.4], [0.0, 0.0, 0.0], [0.1, 0.0, 0.0], [0.0, 0.0, 0.0], [0.0, 0.0, 0.0], [0.0, 0.0, 0.0], [0.0, 0.0, 0.0], [0.0, 0.0, 0.0], [0.0, 0.0, 0.0], [0.0, 0.1, 0.0], [0.0, 0.0, 0.0], [0.0, 0.0, 0.0], [-0.1, 0.0, -0.1], [0.0, 0.0, 0.0], [0.0, 0.0, 0.0], [0.0, 0.0, 0.0], [0.0, 0.0, 0.0], [-0.1, 0.0, 0.1], [0.0, 0.0, 0.0], [0.0, 0.0, 0.0], [0.0, 0.0, 0.0], [0.0, 0.0, 0.0], [0.0, 0.0, 0.0], [0.0, 0.0, 0.0], [0.0, 0.0, 0.0], [0.0, 0.0, 0.0], [0.0, 0.0, 0.0], [0.0, 0.0, 0.0], [0.0, 0.0, 0.0], [0.1, 0.1, 0.1], [0.1, 0.0, 0.0], [0.0, 0.0, 0.0], [0.0, 0.0, 0.0], [0.0, 0.0, 0.0], [0.0, 0.0, 0.0], [-0.1, -0.1, 0.0]]}

[3]
{"formula": "C24H23Br2ClIMoN5O3", "method": "the ωB97M-V functional and the def2-TZVPD basis", "relative_energy_kj_mol": 21.37, "gap_ev": [6.38, 6.71], "charge": 2, "lumo_ev": [-7.01, -6.74], "e_tot_ha": -7401.584277, "homo_ev": [-13.4, -13.4], "multiplicity": 3, "symbols": ["O", "N", "H", "C", "C", "C", "H", "C", "C", "C", "C", "C", "H", "H", "C", "H", "N", "I", "H", "C", "H", "O", "H", "C", "Br", "H", "H", "H", "C", "C", "O", "H", "Br", "C", "C", "H", "C", "C", "H", "C", "N", "H", "C", "H", "H", "H", "C", "H", "C", "N", "C", "Mo", "N", "C", "H", "Cl", "H", "H", "C", "H"], "xyz": [[-0.636753, 1.359730, -1.121654], [-0.534780, 3.830761, 2.765204], [0.711340, -5.196091, -1.447864], [-2.835021, -0.424353, -0.576797], [3.376705, -1.205306, -2.019902], [5.104461, 0.084575, -0.897211], [-1.019111, 3.134451, -2.896279], [0.558456, -5.118339, -0.379768], [4.138060, 0.698602, -0.067789], [-3.996331, -1.331073, -0.328012], [2.884962, -2.104600, -2.982440], [-2.896238, 0.643782, -1.525591], [1.127326, -3.037892, -3.781277], [-2.115847, 4.535787, 1.581428], [0.676312, -1.763219, -2.117380], [6.144817, 0.353300, -0.781540], [-0.671075, 1.584323, 1.800252], [4.737260, 2.087075, 1.343246], [2.096154, -2.926309, 4.121440], [1.535767, -2.366713, -3.040308], [-4.824801, -0.765354, 0.102472], [1.817736, 0.912391, 0.513797], [-3.115026, 3.478818, -4.156588], [-1.507342, 4.872332, 2.416489], [-1.078194, -4.129630, -0.094193], [0.977055, 5.058208, 3.518820], [3.573409, -2.573703, -3.671627], [0.013888, 4.220016, 4.761088], [-0.608596, 2.658571, 2.246930], [1.406584, -2.453274, 3.446006], [-1.787014, -0.662256, 0.097160], [-2.145720, 5.082371, 3.273995], [2.080810, -4.248331, 0.413470], [0.483541, 4.124556, 3.782724], [-3.054271, 2.690542, -3.417746], [2.506808, -1.108106, 2.093412], [-4.085304, 0.870106, -2.262471], [2.812696, 0.371917, -0.216386], [1.218338, 3.324079, 3.800813], [4.742017, -0.829429, -1.849762], [1.114762, -0.916055, -1.200867], [-4.940817, 0.233550, -2.084878], [1.595091, -1.560018, 2.442542], [-4.355658, -1.776728, -1.255142], [-0.968156, 5.773639, 2.129828], [-0.412160, -3.332590, 4.110346], [-1.883270, 2.508419, -2.722624], [-0.384083, -1.980342, -2.115144], [-0.535068, -1.978238, 2.526479], [0.371360, -1.272100, 1.870437], [-4.170258, 1.872368, -3.189487], [0.037819, 0.209885, 0.319123], [0.058437, -2.702904, 3.480016], [-1.780022, 1.489867, -1.761540], [-5.081816, 2.034637, -3.745426], [5.939500, -1.537865, -2.855456], [-3.701612, -2.116999, 0.362008], [-1.591394, -1.986736, 2.323030], [2.438773, -0.605976, -1.163375], [0.435493, -6.088131, 0.083969]], "forces_ev_per_angstrom": [[0.2, -0.4, 0.5], [0.0, 0.1, 0.1], [0.0, 0.0, 0.0], [0.0, 0.1, -0.2], [0.0, 0.1, 0.1], [0.0, -0.1, -0.1], [0.0, 0.0, 0.0], [0.0, 0.0, 0.1], [-0.2, 0.0, -0.1], [0.0, 0.0, 0.0], [-0.1, 0.0, 0.0], [0.1, -0.1, 0.1], [0.0, 0.0, 0.0], [0.0, 0.0, 0.0], [0.0, 0.0, 0.0], [0.0, 0.0, 0.0], [0.0, 0.0, -0.1], [0.0, 0.0, 0.0], [0.0, 0.0, 0.0], [0.1, 0.0, 0.1], [0.0, 0.0, 0.0], [-0.7, -0.2, 0.2], [0.0, 0.0, 0.0], [-0.1, 0.1, 0.0], [0.0, -0.1, -0.1], [0.0, 0.0, 0.0], [0.0, 0.0, 0.0], [0.0, 0.0, 0.0], [0.0, -0.3, -0.1], [0.1, 0.1, 0.0], [-0.3, -0.2, 0.1], [0.0, 0.0, 0.0], [0.0, -0.1, -0.2], [0.0, 0.0, 0.1], [0.0, 0.0, 0.0], [0.0, 0.0, 0.0], [-0.1, 0.0, -0.1], [0.4, -0.1, 0.0], [0.0, 0.0, 0.0], [0.0, 0.1, 0.1], [-0.3, 0.1, 0.2], [0.0, 0.0, 0.0], [0.1, 0.0, 0.2], [0.0, 0.0, 0.0], [0.0, 0.0, 0.0], [0.0, 0.0, 0.0], [0.1, -0.1, 0.1], [0.0, 0.0, 0.0], [0.0, -0.1, 0.0], [-0.3, 0.2, -0.1], [0.0, -0.1, 0.1], [0.8, 0.8, -0.4], [-0.1, 0.1, -0.1], [-0.2, 0.2, -0.2], [0.0, 0.0, 0.0], [0.0, 0.0, 0.0], [0.0, 0.0, 0.0], [0.0, 0.0, 0.0], [0.3, 0.0, -0.1], [0.0, 0.0, 0.0]]}

[4]
{"formula": "C24H23BrN6O5Os", "method": "the ωB97M-V functional and the def2-TZVPD basis", "relative_energy_kj_mol": 126.06, "gap_ev": [5.63, 5.63], "charge": 2, "lumo_ev": [-8.13, -8.13], "e_tot_ha": -4297.320804, "homo_ev": [-13.8, -13.8], "symbols": ["C", "N", "O", "N", "C", "H", "H", "C", "O", "C", "H", "Br", "N", "H", "C", "H", "N", "H", "C", "H", "C", "H", "H", "C", "H", "C", "H", "H", "N", "H", "H", "C", "H", "C", "C", "H", "C", "H", "O", "C", "H", "C", "H", "C", "C", "C", "H", "H", "N", "O", "O", "C", "H", "C", "C", "C", "Os", "H", "C", "C"], "xyz": [[-0.112282, -4.980586, 4.609477], [-2.033462, -3.978146, 5.593229], [-0.911205, 1.299261, -0.410462], [0.737126, 0.565571, 1.817286], [0.746984, 1.913793, 1.908323], [-2.072793, -3.313482, 0.004220], [3.945661, -0.706872, 6.338151], [-0.702397, -1.424099, -4.698818], [-0.357930, -2.120072, 1.583095], [-1.804314, -2.971635, -0.989758], [0.523532, 0.052574, -5.620436], [1.155731, -6.365431, 4.615095], [1.054069, -0.306926, -1.039512], [-1.139443, -1.777581, -5.623525], [-2.330403, -3.595024, -2.129059], [-3.390204, 1.981649, 0.917743], [-0.962035, -1.957571, -1.065763], [-2.462971, -3.504475, -4.263299], [0.215577, -0.412122, -4.694525], [1.403123, -1.228446, 2.637248], [-1.113418, -4.933993, 5.580972], [1.598778, 0.550664, -1.067230], [-2.804609, -2.282204, 4.715613], [-2.017308, -3.090521, -3.367084], [-1.170024, -5.685382, 6.359027], [2.037962, 1.807935, 3.918654], [-4.606689, 0.425230, -0.723837], [0.679199, -4.007536, 2.875264], [-2.935700, -0.500910, 0.202913], [0.229988, 2.477319, 1.144667], [1.622224, -1.084418, -0.706496], [-1.094727, -1.968503, 2.636420], [-3.303330, -0.392078, 1.148821], [0.817394, 0.006630, -3.485006], [-3.204525, 1.927401, -0.160777], [-2.992670, -4.440674, -2.013837], [-1.100226, -2.024320, -3.478202], [-3.133072, 0.393734, -1.687948], [1.981328, -1.590883, 5.015749], [-3.522068, 0.537574, -0.679194], [4.114645, 0.728659, 5.396583], [1.391833, -0.153699, 2.742410], [-3.218830, -1.415942, -0.134317], [-1.064178, -3.014833, 3.658202], [1.393750, 2.556554, 2.940521], [-2.027895, -3.036036, 4.666460], [1.587476, 0.768740, -3.506873], [2.511237, 2.306266, 4.755273], [3.617797, -0.123434, 5.584301], [-1.806129, -0.943914, 2.700806], [-1.428586, 3.458732, -0.535897], [2.559260, -0.534325, 4.864185], [-3.826531, 2.682061, -0.636327], [-0.084645, -4.004191, 3.640509], [2.040917, 0.422297, 3.812384], [-0.543113, -1.535557, -2.284349], [-0.667765, -0.411712, 0.531264], [1.372670, 3.635467, 2.994104], [-1.767471, 2.320528, -0.387517], [0.455603, -0.578935, -2.308949]], "forces_ev_per_angstrom": [[-0.1, -0.1, 0.1], [-0.4, 0.0, 0.4], [0.7, 0.8, -0.4], [-0.5, -0.5, -0.2], [0.0, 0.3, -0.1], [0.0, 0.1, 0.0], [0.0, 0.0, 0.0], [0.0, 0.0, 0.0], [0.6, -0.3, -0.1], [0.1, -0.3, 0.1], [0.0, 0.0, 0.0], [0.0, 0.0, 0.0], [-1.4, -0.1, 1.5], [0.0, 0.0, 0.0], [0.1, 0.0, 0.0], [-0.1, 0.0, 0.0], [-0.4, 0.7, 1.2], [0.0, 0.0, 0.0], [0.0, -0.1, 0.1], [-0.1, 0.0, 0.1], [0.1, 0.2, -0.3], [-0.1, 0.1, 0.3], [0.0, 0.0, 0.0], [0.0, 0.0, 0.0], [0.0, 0.0, 0.0], [0.0, 0.0, -0.1], [0.0, -0.3, 0.1], [0.0, 0.0, 0.0], [1.1, 0.4, -0.1], [0.0, -0.1, 0.0], [0.3, 0.1, -0.3], [0.3, -0.8, 0.3], [0.1, -0.1, 0.1], [0.2, 0.0, 0.0], [0.1, -0.1, 0.0], [0.0, 0.0, 0.0], [0.0, -0.1, 0.0], [0.1, 0.0, 0.0], [0.1, -0.1, -0.1], [-0.1, 0.3, -0.1], [0.0, 0.0, 0.0], [0.1, -0.1, 0.1], [0.0, -0.1, 0.1], [-0.2, 0.2, 0.2], [0.1, -0.1, 0.2], [0.3, -0.2, -0.1], [0.0, 0.0, 0.0], [0.0, 0.0, 0.0], [0.0, 0.0, 0.1], [0.3, 0.9, -1.4], [0.4, 0.0, 0.0], [0.1, 0.0, 0.0], [-0.1, 0.0, 0.0], [0.1, 0.0, -0.2], [0.0, 0.2, 0.1], [-0.4, -0.3, -0.3], [-0.9, -1.2, -0.8], [0.0, 0.0, -0.1], [-0.6, -0.1, 0.3], [0.4, 0.5, -0.6]]}